Entry 1:
DFT (ωB97M-V with the def2-TZVPD basis set) results for C35H49N5PRh as an isolated structure in a non-equilibrium geometry.

Each line ends with the Löwdin charge.
Element x y z (Å)
Rh (-0.03831, -1.40665, -1.39675)  1.0896
C (-2.47090, 2.24647, -4.70296)  -0.0411
C (-3.08628, 2.34093, -3.45938)  -0.0445
C (-2.89985, 1.35395, -2.50878)  -0.0412
C (-2.08750, 0.25124, -2.80111)  -0.2847
C (-1.43118, 0.18704, -4.03710)  -0.0398
C (-1.63712, 1.17097, -4.98662)  -0.0643
N (-1.90556, -0.80509, -1.88932)  -0.0108
C (-2.91633, -1.40464, -1.18337)  -0.1980
C (-4.29246, -1.10814, -1.29754)  0.0200
C (-5.20120, -1.79283, -0.52398)  -0.0380
C (-4.77323, -2.79458, 0.34981)  -0.0039
C (-3.42266, -3.14727, 0.44721)  0.0085
C (-2.50765, -2.46726, -0.31535)  -0.2234
N (-1.13584, -2.70133, -0.34202)  -0.1471
N (-0.53138, -3.62168, 0.38723)  0.1205
C (0.81211, -3.55992, 0.26269)  -0.3262
C (1.63239, -4.46206, 0.96161)  0.0223
C (2.99348, -4.39931, 0.80344)  -0.0222
C (3.55352, -3.44804, -0.05979)  -0.0393
C (2.71941, -2.57969, -0.71817)  -0.1379
N (1.38324, -2.61202, -0.56632)  -0.0663
H (-2.63407, 3.01601, -5.44594)  0.1232
H (-3.71684, 3.19141, -3.23302)  0.1232
H (-3.35560, 1.44489, -1.52941)  0.1217
H (-0.80263, -0.66717, -4.25274)  0.0901
H (-1.15500, 1.09677, -5.95262)  0.1243
H (-4.63214, -0.37446, -2.01363)  0.1181
H (-6.25445, -1.56336, -0.60541)  0.1237
H (-5.49968, -3.32628, 0.95149)  0.1272
H (-3.08683, -3.93990, 1.10328)  0.1259
H (1.15368, -5.18745, 1.60512)  0.1301
H (3.63448, -5.08439, 1.34231)  0.1279
H (4.62149, -3.38877, -0.21333)  0.1240
H (3.10961, -1.82926, -1.39221)  0.1172
N (0.06604, -2.94947, -3.23482)  0.0454
H (0.33383, -3.84645, -2.83990)  0.0587
H (0.71847, -2.75604, -3.98920)  0.0642
H (-0.84855, -3.07949, -3.65780)  0.0622
C (4.32201, 0.65947, 2.86910)  -0.1781
C (3.27402, -0.33553, 3.40580)  -0.1640
C (2.28121, -0.75541, 2.31020)  -0.1942
C (1.97816, 0.47052, 1.43384)  -0.4002
C (3.23323, 0.77301, 0.58622)  -0.1881
C (4.52576, 0.46193, 1.36912)  -0.1736
P (0.44444, 0.32214, 0.43882)  1.1288
C (-1.00804, 0.49445, 1.57059)  -0.3871
C (-1.30084, -0.74240, 2.43808)  -0.2082
C (-2.48529, -0.43340, 3.35307)  -0.1731
C (-2.09939, 0.63585, 4.39628)  -0.1705
C (-0.90359, 1.47678, 3.93410)  -0.1839
C (-0.97388, 1.78640, 2.43960)  -0.1723
C (0.34549, 1.79082, -0.69361)  -0.4099
C (1.18170, 1.54805, -1.96475)  -0.2138
C (0.94876, 2.62135, -3.04517)  -0.1612
C (0.44242, 3.93856, -2.44967)  -0.1841
C (1.12965, 4.19730, -1.11554)  -0.1723
C (0.66899, 3.17089, -0.06560)  -0.1821
H (5.26547, 0.53265, 3.39755)  0.1177
H (4.00412, 1.68960, 3.05576)  0.1181
H (2.72789, 0.11526, 4.23710)  0.1114
H (3.76358, -1.22711, 3.80140)  0.1178
H (1.39429, -1.18806, 2.76505)  0.0883
H (2.72162, -1.53251, 1.68021)  0.0856
H (1.76532, 1.31721, 2.09598)  0.1156
H (3.23408, 1.82085, 0.28247)  0.1080
H (3.22019, 0.16804, -0.32374)  0.0809
H (5.33052, 1.09667, 1.00000)  0.1197
H (4.83288, -0.57260, 1.18610)  0.1095
H (-1.83268, 0.57134, 0.84918)  0.0991
H (-0.44757, -0.99593, 3.06434)  0.0956
H (-1.51177, -1.60926, 1.81865)  0.0721
H (-2.80887, -1.34686, 3.85171)  0.1156
H (-3.32644, -0.09260, 2.74024)  0.1148
H (-1.85634, 0.16098, 5.34678)  0.1156
H (-2.95322, 1.28598, 4.59096)  0.1154
H (0.03363, 0.95663, 4.15697)  0.1054
H (-0.87068, 2.41478, 4.48646)  0.1221
H (-0.14543, 2.43696, 2.17382)  0.0750
H (-1.88603, 2.35570, 2.24049)  0.1310
H (-0.70837, 1.78767, -0.99580)  0.0896
H (0.94828, 0.55701, -2.38863)  0.0531
H (2.23756, 1.51650, -1.70325)  0.0936
H (0.24996, 2.26048, -3.80098)  0.0787
H (1.89669, 2.80497, -3.55464)  0.1218
H (-0.64273, 3.90135, -2.29962)  0.1087
H (0.63728, 4.75038, -3.14976)  0.1206
H (0.89802, 5.19790, -0.75153)  0.1204
H (2.21464, 4.15411, -1.25166)  0.1215
H (-0.23216, 3.55103, 0.41351)  0.1089
H (1.43298, 3.08340, 0.70881)  0.0970

For the molecular weight, the calculation gives 673.7 g mol⁻¹. For the frontier orbital gap (alpha / beta), the calculation gives 6.16 / 5.53 eV. The total energy is -56822.6684 eV. The value obtained for the LUMO energy (alpha / beta) is -6.46 / -8.87 eV. The total charge is +2. The calculation puts the energy relative to the best compared isomer or geometry (same formula, charge and spin) at 0.0 kcal per mole. As for the multiplicity: 5.

***

Entry 2:
DFT (ωB97M-V with the def2-TZVPD basis set) results for C14H23F3NO3PRuS as an isolated structure in a non-equilibrium geometry.

Each line ends with the Löwdin charge.
Element x y z (Å)
C (4.07018, 0.99882, -0.34635)  0.0325
C (3.07558, 1.95405, -0.13203)  0.0819
C (1.73942, 1.58353, 0.10147)  -0.1599
C (1.41139, 0.22180, 0.06844)  -0.1595
C (2.41439, -0.74449, -0.14296)  -0.2357
C (3.74888, -0.35927, -0.29382)  0.0873
C (0.73486, 2.63011, 0.49102)  -0.0870
C (-0.56698, 2.75883, -0.29788)  -0.1364
N (-0.99644, 1.51672, -1.01595)  -0.3666
Ru (-0.56446, -0.32666, 0.17524)  1.1028
C (1.98740, -2.17839, -0.20440)  -0.2207
P (0.19825, -2.12984, -0.73260)  0.7325
H (3.31526, 3.01918, -0.11281)  0.1523
H (4.50927, -1.13882, -0.37735)  0.1571
H (5.09819, 1.31111, -0.52076)  0.1418
H (2.01381, -2.65888, 0.78837)  0.1308
H (2.56765, -2.79371, -0.90907)  0.1200
H (0.45486, 2.47866, 1.54663)  0.1445
H (1.22861, 3.60844, 0.41983)  0.1377
H (-1.38093, 3.02601, 0.38608)  0.1363
C (-0.42463, -3.72619, -0.20557)  -0.2238
C (0.39058, -2.24656, -2.54137)  -0.1944
H (-0.48535, 3.55581, -1.05503)  0.1477
C (-0.33600, 1.42858, -2.34405)  -0.0497
C (-2.46891, 1.53498, -1.20467)  -0.0482
H (-1.11437, -1.65240, 1.33055)  0.0929
H (-0.65637, 2.29260, -2.94523)  0.1185
H (0.75273, 1.44470, -2.22085)  0.0907
H (-0.63591, 0.49487, -2.83298)  0.0864
H (-2.73166, 2.30299, -1.93984)  0.1185
H (-2.78875, 0.54600, -1.54439)  0.0985
H (-2.94583, 1.74835, -0.24696)  0.0807
H (0.90160, -3.18670, -2.79329)  0.0809
H (-0.60448, -2.22951, -3.00487)  0.0689
H (0.98126, -1.40277, -2.92089)  0.0589
H (0.24018, -4.52693, -0.55535)  0.0848
H (-0.48035, -3.74080, 0.88861)  0.0626
H (-1.42988, -3.87284, -0.61888)  0.0796
H (-1.72333, -1.64232, 0.76973)  0.0988
F (-3.50898, -0.54201, 4.84111)  0.1513
C (-2.47482, -0.65861, 3.97431)  -0.5987
F (-1.32473, -0.67795, 4.68392)  0.1274
F (-2.59149, -1.85737, 3.35069)  0.0963
S (-2.45689, 0.76772, 2.74346)  0.5570
O (-3.52281, 0.43937, 1.81204)  -0.2968
O (-2.54664, 1.96647, 3.55449)  -0.2330
O (-1.07335, 0.66331, 2.13423)  -0.4474

For the molecular weight, the calculation gives 474.4 g mol⁻¹. For the frontier orbital gap (alpha / beta), the calculation gives 8.20 / 4.70 eV. The total energy is -53361.1389 eV. The value obtained for the LUMO energy (alpha / beta) is -7.77 / -11.44 eV. The total charge is +2. The calculation puts the energy relative to the best compared isomer or geometry (same formula, charge and spin) at 9.0 kcal per mole. As for the multiplicity: 5.

***

Entry 3:
DFT (ωB97M-V with the def2-TZVPD basis set) results for one molecule with the formula C10H17BrSi in a non-equilibrium geometry.

Each line ends with the Löwdin charge.
Element x y z (Å)
C (-0.88786, 1.92837, -0.18086)  -0.1446
C (0.53773, 1.56321, -0.21173)  -0.6678
C (1.41973, 2.56188, 0.70116)  -0.0743
C (0.91969, 1.72262, -1.65568)  -0.1391
Si (0.72122, -0.36451, 0.48047)  0.3498
C (-0.16567, -0.57538, 2.12903)  -0.1678
Br (2.92056, -0.70023, 0.65082)  0.4002
C (0.01956, -1.56088, -0.95741)  -0.3463
C (-1.43566, -1.45249, -0.98139)  -0.0955
C (-1.95659, -2.45485, -0.19879)  -0.0974
C (-0.89053, -3.27117, 0.17734)  -0.1587
C (0.22910, -2.82755, -0.33101)  -0.2090
H (-1.39443, 1.22045, -0.97599)  0.0913
H (-1.28758, 1.72432, 0.86644)  0.0896
H (-1.05536, 3.01040, -0.60880)  0.1245
H (2.45246, 2.59131, 0.44751)  0.0557
H (1.14577, 2.23419, 1.68423)  0.0452
H (0.94988, 3.53972, 0.70812)  0.0707
H (2.04569, 1.52780, -1.88436)  0.1146
H (0.34914, 1.00846, -2.21300)  0.0521
H (0.72643, 2.66921, -2.10448)  0.0697
H (-1.18203, -1.06905, 1.81922)  0.0749
H (0.31581, -1.15900, 2.80240)  -0.0181
H (-0.33279, 0.50470, 2.43578)  0.0459
H (0.61529, -1.33137, -1.80212)  0.1081
H (-1.97471, -0.65616, -1.32309)  0.0594
H (-2.96840, -2.57398, 0.05794)  0.0929
H (-0.91807, -4.29990, 0.75087)  0.1517
H (1.08162, -3.51009, -0.28262)  0.1223

For the molecular weight, the calculation gives 245.2 g mol⁻¹. For the frontier orbital gap, the calculation gives 9.32 eV. The total energy is -88565.4159 eV. As for the structure (SMILES): CC(C)(C)[Si@](C)(Br)C1C=CC=C1. The value obtained for the LUMO energy is 0.69 eV. The calculation puts the energy relative to the best compared isomer or geometry (same formula, charge and spin) at 49.7 kcal per mole. As for the multiplicity: 1.

***

Entry 4:
DFT (ωB97M-V with the def2-TZVPD basis set) results for one molecule with the formula C2H2ClIO in a non-equilibrium geometry.

Each line ends with the Löwdin charge.
Element x y z (Å)
O (1.14688, -0.55591, -1.51424)  0.0562
C (0.63401, 0.18016, -0.71485)  -0.4557
C (-0.05155, -0.20978, 0.57886)  -0.9541
Cl (-0.24331, -1.91432, 0.69500)  0.6280
I (-2.11605, 0.85654, 0.26699)  0.6542
H (0.60064, 1.22471, -0.76433)  0.0655
H (0.02938, 0.41859, 1.45258)  0.0059

For the molecular weight, the calculation gives 204.4 g mol⁻¹. For the frontier orbital gap, the calculation gives 8.89 eV. The total energy is -24775.7433 eV. As for the structure (SMILES): O=C[C@H](Cl)I. The value obtained for the LUMO energy is -1.22 eV. The calculation puts the energy relative to the best compared isomer or geometry (same formula, charge and spin) at 12.8 kcal per mole. As for the multiplicity: 1.

***

Entry 5:
DFT (ωB97M-V with the def2-TZVPD basis set) results for an isolated ion of composition C8H11N2 and charge +1 in a non-equilibrium geometry.

Each line ends with the Löwdin charge.
Element x y z (Å)
C (1.91282, -0.93772, 0.24484)  -0.2600
C (0.18905, 1.50574, -0.29986)  0.0151
C (-1.31361, 0.21819, 1.14183)  -0.0938
C (-1.06534, -1.25982, 0.81139)  -0.1150
C (-1.03996, -0.10155, -1.46815)  -0.0201
C (-1.09531, 1.02616, -0.24917)  -0.2003
C (-0.43929, -1.19503, -0.63614)  -0.2901
C (1.27913, 2.10936, -0.50197)  0.1278
N (3.05340, -1.15789, 0.58634)  0.2371
N (0.91922, -0.71002, -0.38789)  0.1036
H (-2.29656, 0.68193, 1.46420)  0.1379
H (-0.49239, 0.64570, 1.74775)  0.1163
H (-0.37526, -1.76950, 1.60446)  0.1482
H (-1.96773, -1.95061, 0.81913)  0.1346
H (-1.96043, -0.38532, -1.89733)  0.1089
H (-0.28557, 0.21300, -2.27672)  0.1592
H (-1.90958, 1.75998, -0.22537)  0.1794
H (-0.37430, -2.24058, -1.07387)  0.1793
H (3.52276, -1.21866, 1.47511)  0.0981
H (1.50418, 3.18067, -0.39673)  0.1293
H (2.23478, 1.58596, -0.48186)  0.1044

For the molecular weight, the calculation gives 135.2 g mol⁻¹. For the frontier orbital gap, the calculation gives 8.68 eV. The total energy is -11443.3770 eV. The value obtained for the LUMO energy is -5.38 eV. The total charge is +1. The calculation puts the energy relative to the best compared isomer or geometry (same formula, charge and spin) at 102.7 kcal per mole. As for the multiplicity: 1.

***

Entry 6:
DFT (ωB97M-V with the def2-TZVPD basis set) results for C26H26F5N3O3SbSe4Tc as an isolated structure in a non-equilibrium geometry.

Each line ends with the Löwdin charge.
Element x y z (Å)
Tc (1.99777, 0.19125, 0.40792)  0.9020
C (5.26329, 1.23249, -1.12601)  -0.1214
C (4.14873, 0.68174, -1.97339)  -0.1737
N (3.29178, -0.44136, -1.31772)  -0.2381
C (2.56968, -1.20603, -2.38116)  -0.1527
C (1.77880, -0.47533, -3.40746)  -0.1073
C (4.15263, -1.46631, -0.68463)  -0.2036
C (3.29260, -2.43333, 0.13892)  -0.1445
N (2.12720, -1.62437, 0.62652)  -0.2172
C (1.31496, -2.19725, 1.65314)  -0.1351
C (0.53485, -1.30221, 2.43025)  -0.1431
F (0.55267, 0.05914, 2.20224)  -0.0510
C (-0.36561, -1.72558, 3.34563)  -0.1752
F (-0.96811, -0.78033, 4.08713)  0.1140
C (-0.57741, -3.14355, 3.50131)  0.1283
C (0.17645, -4.01518, 2.73354)  -0.1928
F (-0.03425, -5.32284, 2.84859)  0.1383
C (1.20687, -3.53299, 1.92584)  -0.1292
F (1.97281, -4.43278, 1.26279)  0.0988
H (5.82581, 1.92947, -1.70566)  0.0850
H (5.91597, 0.41539, -0.80088)  0.0803
H (4.91955, 1.75303, -0.20473)  -0.0418
H (4.46116, 0.26270, -2.87588)  0.1080
H (3.43126, 1.50709, -2.01838)  0.1095
H (1.81862, -1.86507, -1.85151)  0.1348
H (3.27516, -1.85992, -2.83509)  0.1310
H (0.70019, 1.38383, -1.75739)  0.1281
H (1.52405, -1.15891, -4.24589)  0.1561
H (2.22878, 0.35665, -3.93322)  0.1367
H (4.82031, -0.94325, -0.00667)  0.0632
H (4.69754, -2.06634, -1.39327)  0.1328
H (3.74244, -2.80478, 1.02534)  0.1212
H (2.87834, -3.26390, -0.54466)  0.1519
H (-1.26589, -3.56262, 4.16152)  0.1235
C (-5.28274, -1.32694, -1.44079)  -0.0336
C (-4.98630, -0.07881, -0.63731)  -0.2721
C (-5.48658, 0.02070, 0.78419)  -0.1057
C (-5.38860, 1.49841, 1.16311)  -0.1208
C (-4.00397, 2.04140, 0.95177)  -0.0889
C (-3.51677, 3.18070, 1.61063)  0.1196
C (-2.20729, 3.71220, 1.37110)  -0.2539
F (-1.94046, 4.84697, 1.97503)  0.1425
C (-1.36973, 3.03167, 0.57154)  0.1015
C (-1.83343, 1.78408, -0.02873)  -0.0212
C (-0.94354, 1.05120, -0.84170)  -0.1641
O (0.35622, 1.46339, -0.83489)  -0.0485
C (-1.38170, 0.03424, -1.60497)  -0.0018
C (-2.70227, -0.32842, -1.52452)  0.0867
N (-3.52169, 0.25574, -0.67215)  0.0628
C (-3.14689, 1.32107, 0.04970)  -0.0728
C (-0.50064, -0.73744, -2.54933)  -0.4043
O (-0.64611, -1.79067, -3.06177)  0.2114
O (0.52816, 0.07925, -2.92824)  -0.0381
H (-6.38301, -1.44795, -1.41873)  0.1157
H (-4.98009, -2.26637, -1.01758)  0.0981
H (-4.94151, -1.12157, -2.47721)  0.1037
H (-5.41145, 0.77972, -1.21805)  0.1808
H (-4.93200, -0.50468, 1.49770)  0.1155
H (-6.54450, -0.31594, 0.85638)  0.1534
H (-5.80122, 1.61650, 2.14786)  0.1282
H (-5.97388, 2.15448, 0.49653)  0.1451
H (-4.09651, 3.63989, 2.44139)  0.1598
H (-0.32376, 3.25678, 0.33665)  0.1189
H (-3.19518, -1.22994, -1.98919)  0.1617
Se (4.37731, 4.29874, 4.25400)  -0.0566
Sb (4.82637, 5.55633, 2.34644)  0.4877
Se (2.48446, 2.54331, 1.70132)  -0.0407
Se (3.77680, 0.68407, 1.98979)  0.2641
Se (3.68353, 4.14940, 0.41297)  -0.0513

For the molecular weight, the calculation gives 1059.1 g mol⁻¹. For the frontier orbital gap (alpha / beta), the calculation gives 5.96 / 5.96 eV. The total energy is -321689.9981 eV. The value obtained for the LUMO energy (alpha / beta) is -6.71 / -6.71 eV. The total charge is +2. The calculation puts the energy relative to the best compared isomer or geometry (same formula, charge and spin) at 20.5 kcal per mole. As for the multiplicity: 1.